Entry 1:
Density functional theory data (the ωB97M-V functional and the def2-TZVPD basis) for a single C2H4BrP molecule at a distorted geometry.

Each line ends with the natural charge from an NBO analysis.
Positions of all 8 atoms, in Å:
Br: -3.7743 0.1961 -0.2908  -0.27
P: -1.8306 -0.9801 -0.1023  0.49
C: 0.5863 0.7439 -0.4210  -0.32
C: -0.0182 -0.3892 -0.2216  -0.49
H: -2.0476 -0.9435 1.3110  -0.01
H: 0.1061 1.7363 -0.8265  0.20
H: 1.6060 0.8206 -0.2456  0.20
H: 0.6660 -1.1569 -0.0478  0.20

Summary:
Energy relative to the best compared isomer or geometry (same formula, charge and spin)   0.760 eV
HOMO level (alpha / beta)   -6.17 / -10.14 eV
⟨S²⟩   2.007
Frontier orbital gap (alpha / beta)   0.25795 / 0.26686 hartree
F_max   5.0 eV Å⁻¹
LUMO level (alpha / beta)   0.8504 / -2.8766 eV
2S+1   3

Entry 2:
Density functional theory data (the ωB97M-V functional and the def2-TZVPD basis) for a molecular structure, C32H26FeN3O6SSbSe5.

Each line ends with the Löwdin spin population.
Positions of all 75 atoms, in Å:
Sb: 1.4166 5.3586 -0.9303  -0.01
Se: 1.0741 7.1362 0.6756  -0.05
Se: -3.0101 1.9931 -0.0605  -0.15
Se: 3.7520 4.5568 -1.2813  0.54
Se: -0.3862 3.5508 -0.4863  -0.23
Se: 1.4968 5.7600 -3.3426  0.46
Fe: -0.6677 1.0109 -0.4762  3.36
S: -1.7264 -1.1532 -0.5943  -0.03
O: -0.3324 0.8808 1.7018  0.05
O: 2.9689 -0.1520 1.0181  0.00
O: 1.2463 0.4999 -0.2494  0.03
O: 2.9731 -6.0963 -0.1025  0.00
O: 1.1957 -7.2598 -0.6963  0.00
O: 0.8495 0.1821 -7.4563  0.00
N: 0.1221 2.3264 -7.4475  0.00
N: -6.2950 -1.3944 0.3246  -0.01
N: -0.2553 1.0754 -2.6303  0.04
C: -4.7930 -0.0866 -1.0268  -0.01
C: 1.8394 0.3034 0.8642  0.00
C: -0.6401 -2.5275 -0.6085  -0.01
C: 2.3526 4.3008 3.8943  0.00
C: -5.7940 -0.7660 1.3910  0.00
C: 2.1235 -2.0791 4.5851  0.00
C: 1.0556 -2.9675 4.5388  0.00
C: -0.4803 -4.9605 -0.6629  0.00
C: 1.5065 -3.6440 -0.4645  0.00
C: -1.2354 -3.8084 -0.6948  0.00
C: 2.3008 2.7830 2.0313  0.00
C: 1.2290 2.1844 4.0965  0.00
C: 0.3985 1.1315 -6.8445  0.00
C: -0.0304 -2.6880 3.7222  0.00
C: -1.0343 1.8233 -3.4120  0.00
C: 1.0000 -0.6236 3.0226  0.00
C: 0.8765 0.2680 -4.5661  0.00
C: -4.2890 0.5805 0.0876  -0.01
C: 1.6229 3.3944 4.6529  0.00
C: 0.6758 0.3053 -3.1959  0.00
C: -0.8820 1.8614 -4.7870  0.00
C: -5.7788 -1.0491 -0.8569  0.00
C: 2.0989 -0.9172 3.8280  0.00
C: 1.0077 0.6170 2.1357  0.00
C: -0.0588 -1.5231 2.9634  0.00
C: 0.9104 -4.9001 -0.5322  0.00
C: -4.8080 0.2083 1.3271  -0.01
C: 1.5663 1.8720 2.7817  0.00
C: 0.7580 -2.4794 -0.5099  0.00
C: 0.1037 1.0820 -5.3734  0.00
C: 1.6634 -6.1745 -0.4643  0.00
C: 2.6887 3.9924 2.5834  0.01
H: -0.9503 -5.9333 -0.7249  0.00
H: 1.2616 -1.5256 -0.4350  0.00
H: 1.6444 -0.3557 -5.0006  0.00
H: -0.7075 1.6497 2.1405  0.00
H: 0.0222 3.1575 -6.8904  0.00
H: 2.5555 2.5643 1.0060  0.00
H: 2.9396 -0.2368 3.8460  0.00
H: -4.4105 0.1349 -2.0115  0.00
H: 0.4379 2.4271 -8.3958  0.00
H: 1.0781 -3.8785 5.1263  0.00
H: -1.7592 2.4374 -2.9033  0.00
H: 2.9851 -2.2953 5.2065  0.00
H: 2.5833 -3.5224 -0.3840  0.00
H: -2.3118 -3.8694 -0.7762  0.00
H: 2.6427 5.2574 4.3140  0.00
H: 3.1840 -5.1856 0.1334  0.00
H: -6.2030 -1.0607 2.3528  0.00
H: 0.6611 1.4756 4.6875  0.00
H: -0.8944 -1.3220 2.3034  0.00
H: -6.1739 -1.5738 -1.7215  0.00
H: -1.5313 2.4957 -5.3747  0.00
H: -4.4378 0.6721 2.2307  0.00
H: -0.8581 -3.3837 3.6579  0.00
H: 1.2947 -0.2570 -2.5122  0.00
H: 3.2221 4.7082 1.9783  0.01
H: 1.3497 3.6313 5.6745  0.00

Summary:
Energy relative to the best compared isomer or geometry (same formula, charge and spin)   0.625 eV
HOMO level (alpha / beta)   -3.00 / -3.04 eV
⟨S²⟩   6.498
Frontier orbital gap (alpha / beta)   0.18457 / 0.22347 hartree
F_max   0.8 eV Å⁻¹
Total charge   -2
LUMO level (alpha / beta)   2.0193 / 3.0400 eV
2S+1   5

Entry 3:
Density functional theory data (the ωB97M-V functional and the def2-TZVPD basis) for a molecular structure, C5H14P4 at a distorted geometry.

Each line ends with the natural charge from an NBO analysis.
Positions of all 23 atoms, in Å:
P: -0.2006 1.7135 -1.5745  0.32
P: -2.3074 1.1520 0.3537  0.34
P: -1.6272 -1.9554 -0.2885  0.34
P: 0.8415 -1.3035 -1.3772  0.31
C: -1.1680 -0.2471 0.1199  -0.61
C: 0.1654 0.2114 -0.5189  -0.58
C: 0.1650 -0.2212 1.7913  -0.27
C: 0.9247 0.6093 0.7643  -0.31
C: 2.4290 0.3797 0.7928  -0.61
H: -1.5468 -2.4923 0.9935  -0.01
H: 2.6660 -0.6134 0.4042  0.21
H: -3.0133 -1.8027 -0.1637  -0.03
H: 1.0593 1.8178 -2.1771  -0.02
H: 0.4677 -1.2514 1.8895  0.20
H: 0.0390 -1.1701 -2.5142  -0.01
H: -3.1656 0.5126 1.2572  -0.03
H: -0.2326 0.2527 2.6734  0.21
H: 2.9467 1.1334 0.2030  0.22
H: 0.7188 1.6737 0.9473  0.22
H: 1.9185 -0.6618 -2.0101  -0.04
H: -3.1470 0.8197 -0.7199  -0.03
H: 2.7886 0.4414 1.8181  0.22
H: -0.7218 1.0016 -2.6639  -0.02

Summary:
Energy relative to the best compared isomer or geometry (same formula, charge and spin)   2.579 eV
HOMO level   -7.97 eV
Frontier orbital gap   0.30888 hartree
F_max   3.9 eV Å⁻¹
LUMO level   0.4311 eV

Entry 4:
Density functional theory data (the ωB97M-V functional and the def2-TZVPD basis) for a molecular structure, C2H4BCl2F4O4PY at a distorted geometry.

Each line ends with the Löwdin charge.
Positions of all 19 atoms, in Å:
Y: 0.2346 -0.3370 -1.1704  1.42
Cl: 1.8153 0.2531 1.4775  0.63
Cl: -1.2282 1.2814 0.6079  0.73
P: -0.5784 -2.6541 -0.0082  -0.06
F: -0.4630 1.4496 -2.3888  -0.07
F: 0.5044 2.1002 -4.4192  0.16
F: 0.9095 0.0291 -3.3542  0.13
F: 1.7638 1.9061 -2.4542  0.14
O: -1.3203 -3.8251 -0.8632  -0.50
O: 0.9504 -2.2286 -0.5964  -0.54
O: -1.3131 -1.3614 -0.3062  -0.51
O: -0.6136 -2.8720 1.3918  -0.34
C: 0.5661 0.9557 2.5330  -0.59
C: -0.8193 0.5604 2.0926  -0.65
B: 0.7706 1.3828 -3.2636  -1.21
H: -1.1074 -0.4943 2.0312  0.07
H: -1.4776 1.0590 2.7643  0.06
H: 0.6473 1.9996 2.3610  0.05
H: 0.7588 0.7954 3.5652  0.07

Summary:
Energy relative to the best compared isomer or geometry (same formula, charge and spin)   0.000 eV
HOMO level   -3.66 eV
Frontier orbital gap   0.22075 hartree
F_max   9.7 eV Å⁻¹
Total charge   -1
LUMO level   2.3477 eV

Entry 5:
Density functional theory data (the ωB97M-V functional and the def2-TZVPD basis) for a molecular structure, C38H28Cl2N10SV at a distorted geometry.

Each line ends with the Löwdin spin population.
Positions of all 80 atoms, in Å:
V: -0.0597 0.2155 -0.2604  0.85
Cl: -1.3128 3.2443 2.6637  0.00
Cl: -3.8853 1.8154 2.4883  0.00
S: -1.1372 -2.8929 1.3307  0.00
N: -1.4666 1.6199 -0.6320  0.01
N: -3.3790 0.1332 -1.0042  -0.01
N: 3.3441 0.3849 -0.4472  -0.01
N: -0.2326 -1.8012 3.6452  0.00
N: 1.4119 -1.0648 -0.6983  0.01
N: -1.3786 -1.1551 -0.7209  0.00
N: 0.1295 -3.0680 -1.0809  0.04
N: -0.0997 3.6415 -0.4670  0.02
N: 1.3143 1.6956 -0.2828  0.02
N: 1.3853 -2.0233 2.0495  0.00
C: -2.8388 4.9487 -1.2795  0.00
C: 2.5119 -2.9163 -1.4959  0.01
C: -0.3080 -0.2357 1.7464  -0.04
C: 2.6733 1.4955 -0.2135  0.02
C: -2.3296 -3.2563 -0.9004  0.00
C: 1.2125 -2.3670 -1.1081  0.01
C: -0.0136 -1.6540 2.1959  0.00
C: -4.1355 5.2313 -1.6243  0.00
C: 4.8155 -2.1604 -1.5238  0.01
C: -2.5887 -4.6011 -1.0757  0.00
C: -4.6466 -2.6765 -1.2483  0.00
C: 1.9339 -2.4625 3.3161  0.00
C: 5.1708 -3.3923 -2.0339  0.00
C: 2.8739 -4.1522 -2.0104  0.00
C: 3.9111 5.4582 0.3495  0.00
C: 4.6377 3.1505 0.1904  0.00
C: -2.4710 3.6047 -1.0655  0.00
C: -1.5887 -1.9510 4.1204  0.00
C: -4.9229 -4.0308 -1.3959  0.00
C: -1.0524 -2.5424 -0.5532  0.01
C: -4.7543 2.8818 -1.5832  0.00
C: -3.9048 -4.9797 -1.3221  0.00
C: 0.6840 -2.8180 4.1036  0.00
C: 4.2099 -4.3883 -2.2807  0.01
C: 1.0356 3.0491 -0.2461  -0.01
C: -3.3349 -2.3044 -1.0180  0.00
C: -5.0980 4.1955 -1.7757  0.00
C: -1.2458 2.9807 -0.7241  0.00
C: -2.7623 1.3491 -0.9655  0.00
C: 2.2937 3.7502 -0.0160  0.00
C: 4.9283 4.4912 0.3656  0.00
C: 2.7606 -0.7633 -0.7641  0.04
C: -3.0635 3.3855 2.5105  0.00
C: -3.4301 2.5725 -1.2238  0.00
C: -2.7146 -0.9766 -0.8815  0.00
C: 3.3070 2.7849 0.0052  0.00
C: 3.4645 -1.9195 -1.2527  0.01
C: 2.5896 5.0971 0.1551  0.00
H: -1.9947 -2.9617 3.9622  0.00
H: 1.7962 5.8316 0.1367  0.00
H: -1.6183 -1.7267 5.1905  0.00
H: -6.1146 4.4548 -2.0503  0.00
H: 0.3344 -3.8378 3.8698  0.00
H: -3.2807 3.8965 1.5749  0.00
H: 4.5228 -5.3422 -2.6881  0.00
H: 1.9141 -1.2934 1.5925  0.00
H: -3.4376 3.9321 3.3710  0.00
H: 0.8344 -2.7410 5.1855  0.00
H: -1.3658 -0.0126 1.9243  0.00
H: -5.9407 -4.3559 -1.5789  0.00
H: -5.4788 2.0854 -1.6945  0.00
H: -4.1449 -6.0294 -1.4533  0.00
H: -2.1001 5.7327 -1.1681  0.00
H: -5.4205 -1.9245 -1.3208  0.00
H: 2.6024 -3.3207 3.1902  0.00
H: -4.4366 6.2606 -1.7919  0.00
H: 5.9552 4.8029 0.5204  0.00
H: 5.5510 -1.3899 -1.3366  0.00
H: 2.1163 -4.9043 -2.1859  0.00
H: -2.2397 -1.2453 3.6051  0.00
H: 5.4119 2.3945 0.1969  0.00
H: -1.7900 -5.3247 -0.9918  0.00
H: 6.2130 -3.6033 -2.2484  0.00
H: 0.2766 0.4519 2.3760  0.00
H: 4.1690 6.5022 0.4919  0.00
H: 2.4873 -1.6692 3.8384  0.00

Summary:
Energy relative to the best compared isomer or geometry (same formula, charge and spin)   0.305 eV
HOMO level (alpha / beta)   0.00 / -0.06 eV
⟨S²⟩   0.819
Frontier orbital gap (alpha / beta)   0.16326 / 0.16547 hartree
F_max   1.5 eV Å⁻¹
Total charge   -2
LUMO level (alpha / beta)   4.4469 / 4.4469 eV
2S+1   2

Entry 6:
Density functional theory data (the ωB97M-V functional and the def2-TZVPD basis) for 2 unconnected molecules or ions with the total composition C5H7NO2 at a distorted geometry.

Each line ends with the natural charge from an NBO analysis.
Positions of all 15 atoms, in Å:
O: -1.0753 2.4723 0.4510  -0.70
O: -1.2075 -0.6813 -1.4269  -0.58
N: -0.1417 -1.9278 0.3162  -0.52
C: -0.2336 1.7392 -0.4668  -0.10
C: 1.2429 -1.5858 0.8425  -0.27
C: -0.2837 -0.7128 -0.5344  0.60
C: 0.3631 0.4424 0.0136  -0.20
C: 1.3323 0.0392 0.7583  -0.09
H: 2.2409 0.5062 1.2019  0.23
H: 1.9413 -2.1151 0.3396  0.20
H: -0.7230 1.3854 -1.5169  0.24
H: 0.0528 -2.8456 -0.9360  0.36
H: 1.4908 -1.7390 1.9328  0.20
H: 0.6138 2.4069 -0.5482  0.17
H: -0.8889 2.0348 1.4408  0.47

Summary:
Energy relative to the best compared isomer or geometry (same formula, charge and spin)   5.456 eV
HOMO level   -10.00 eV
Frontier orbital gap   0.35016 hartree
F_max   8.1 eV Å⁻¹
LUMO level   -0.4695 eV

- Which of these has the lowest F_max?
  C32H26FeN3O6SSbSe5

- What is the F_max in the third record?
  3.9 eV Å⁻¹

- What is the formula in the first record?
  C2H4BrP

- Among the records above, which one has the highest F_max?
  C2H4BCl2F4O4PY